No. 1
The following is a quantum chemistry calculation of a 2-piece molecular cluster, C3H9N2O2 overall, from the OMol25 dataset.

HOMO-LUMO gap in eV: 10.4
ΔE to the lowest compared entry with this formula, charge and spin in kJ/mol: 31.2

Geometry as ORCA input:
```
! wB97M-V def2-TZVPD RIJCOSX def2/J DEFGRID3
* xyz 1 1
N 0.156 -1.398 -0.337
C 0.352 -1.557 -1.619
N -0.010 -2.609 -2.316
H -0.391 -2.045 0.197
H 0.557 -0.563 0.103
H 0.903 -0.772 -2.123
H 0.156 -2.594 -3.319
H -0.675 -3.290 -1.973
O -0.032 2.953 0.110
C 0.050 2.107 0.931
O 1.036 1.120 0.813
C -0.798 1.857 2.135
H 1.649 1.473 0.127
H -1.322 0.915 1.977
H -1.490 2.672 2.297
H -0.141 1.730 2.995
*
```

Computed natural (NBO) charges, given in elementary charges:
1 N -0.7040
2 C 0.3992
3 N -0.7084
4 H 0.4223
5 H 0.4620
6 H 0.2299
7 H 0.4404
8 H 0.4292
9 O -0.5317
10 C 0.7955
11 O -0.7595
12 C -0.7289
13 H 0.5035
14 H 0.2340
15 H 0.2607
16 H 0.2559


No. 2
The following is a quantum chemistry calculation of a 2-piece molecular cluster, C4H5Cl2NO overall at a distorted geometry, from the OMol25 dataset.

SMILES: C/C(=C\Cl)N=C=O.Cl
HOMO-LUMO gap in eV: 10.1
ΔE to the lowest compared entry with this formula, charge and spin in kJ/mol: 224.9

Geometry as ORCA input:
```
! wB97M-V def2-TZVPD RIJCOSX def2/J DEFGRID3
* xyz 0 1
C 0.200 -1.223 -0.690
C 0.244 -1.219 0.751
C 0.693 -1.937 1.719
Cl 1.241 -3.551 1.257
N 0.097 0.469 1.373
C 0.064 1.610 1.762
O 0.035 2.695 2.181
H 1.065 -0.646 -1.059
H -0.510 -0.369 -0.751
H 0.010 -2.235 -1.119
H 0.847 -1.656 2.793
Cl -1.504 5.446 -0.631
H -2.189 4.912 0.337
*
```

Computed natural (NBO) charges, given in elementary charges:
1 C -0.7350
2 C 0.3256
3 C -0.2530
4 Cl -0.0039
5 N -0.6743
6 C 0.8210
7 O -0.5648
8 H 0.2593
9 H 0.2802
10 H 0.2712
11 H 0.2735
12 Cl -0.2761
13 H 0.2762


No. 3
The following is a quantum chemistry calculation of C5H8NaO3 as an isolated structure at a distorted geometry, from the OMol25 dataset.

HOMO-LUMO gap (alpha / beta) in eV: 8.0 / 8.0
⟨S²⟩: 0.764
ΔE to the lowest compared entry with this formula, charge and spin in kJ/mol: 82.9

Geometry as ORCA input:
```
! wB97M-V def2-TZVPD RIJCOSX def2/J DEFGRID3
* xyz 0 2
O -0.709 0.409 0.236
C -2.067 0.794 0.479
C -2.858 0.965 -0.799
H -2.484 0.003 1.115
H -2.098 1.704 1.089
H -2.877 0.030 -1.377
H -3.898 1.221 -0.554
H -2.447 1.785 -1.402
C -0.897 -2.363 0.158
C 0.132 -2.879 0.832
H -1.657 -2.754 -0.518
H 0.431 -3.927 0.690
H 0.676 -2.301 1.590
O 1.319 1.130 -0.199
C 0.316 1.388 0.503
O 0.064 2.336 1.223
Na 1.218 -0.846 -1.033
*
```

Computed natural (NBO) charges, given in elementary charges:
1 O -0.6381
2 C -0.0775
3 C -0.6288
4 H 0.1628
5 H 0.2181
6 H 0.1912
7 H 0.2132
8 H 0.2145
9 C -0.0632
10 C -0.5792
11 H 0.1807
12 H 0.2192
13 H 0.2319
14 O -0.8722
15 C 0.9638
16 O -0.6968
17 Na 0.9604


No. 4
The following is a quantum chemistry calculation of a 2-piece molecular cluster, C3H13N3O overall at a distorted geometry, from the OMol25 dataset.

SMILES: CNCN.CON
HOMO-LUMO gap in eV: 9.0
ΔE to the lowest compared entry with this formula, charge and spin in kJ/mol: 342.9

Geometry as ORCA input:
```
! wB97M-V def2-TZVPD RIJCOSX def2/J DEFGRID3
* xyz 0 1
C -0.607 -2.093 0.054
N -0.638 -0.814 0.724
C -1.819 0.019 0.394
N -1.679 1.394 0.763
H 0.266 -2.658 0.387
H -0.529 -1.916 -1.021
H -1.505 -2.710 0.237
H -0.566 -0.932 1.728
H -1.931 -0.033 -0.693
H -2.735 -0.388 0.863
H -1.510 1.472 1.762
H -0.875 1.805 0.274
C 2.131 -0.006 -0.489
O 0.985 0.762 -0.210
N 0.951 2.106 -0.811
H 2.131 -0.378 -1.518
H 3.060 0.572 -0.307
H 2.097 -0.838 0.202
H 0.990 2.018 -1.827
H 1.783 2.617 -0.511
*
```

Computed natural (NBO) charges, given in elementary charges:
1 C -0.4140
2 N -0.6275
3 C -0.0453
4 N -0.8415
5 H 0.1927
6 H 0.1842
7 H 0.1598
8 H 0.3423
9 H 0.1695
10 H 0.1508
11 H 0.3417
12 H 0.3892
13 C -0.2572
14 O -0.4073
15 N -0.5387
16 H 0.1635
17 H 0.1628
18 H 0.2034
19 H 0.3361
20 H 0.3354


No. 5
The following is a quantum chemistry calculation of C20H28F3O2Pb as an isolated structure at a distorted geometry, from the OMol25 dataset.

HOMO-LUMO gap (alpha / beta) in eV: 5.9 / 5.9

Geometry as ORCA input:
```
! wB97M-V def2-TZVPD RIJCOSX def2/J DEFGRID3
* xyz 1 1
O 0.395 -0.156 -3.211
C 0.415 1.029 -4.118
C 0.391 0.212 -5.398
H 1.337 1.619 -4.020
H -0.492 1.641 -3.992
C 0.430 -0.980 -4.423
H 1.262 0.340 -6.041
H -0.521 0.303 -5.982
C 1.717 -1.768 -4.576
H 2.584 -1.147 -4.323
H 1.825 -2.170 -5.596
H 1.691 -2.605 -3.874
C -0.791 -1.871 -4.494
H -1.683 -1.327 -4.169
H -0.648 -2.699 -3.794
H -0.941 -2.279 -5.504
Pb -0.365 -1.215 1.340
C -2.116 -0.968 4.541
C -1.770 0.400 4.635
C -2.349 1.079 3.534
H -1.179 0.850 5.434
C -3.037 0.126 2.740
C -2.853 -1.159 3.342
H -3.293 -2.096 2.999
H -1.914 -1.730 5.291
H -2.308 2.153 3.341
H -3.662 0.344 1.870
C 0.859 -1.977 4.784
C 0.386 -3.157 4.162
C 1.236 -3.436 3.054
H -0.453 -3.769 4.496
C 2.245 -2.432 3.007
C 1.975 -1.504 4.048
H 2.599 -0.652 4.305
H 0.458 -1.528 5.691
H 1.181 -4.317 2.414
H 3.112 -2.406 2.344
O 1.414 2.319 -1.717
C 0.485 1.461 -1.007
C -0.870 2.190 -0.844
H 0.884 1.201 -0.004
H 0.379 0.499 -1.527
C -0.588 3.613 -1.379
H -1.114 2.269 0.229
H -1.691 1.668 -1.377
C 0.940 3.664 -1.422
H -1.026 4.395 -0.760
H -1.004 3.710 -2.390
H 1.290 3.965 -0.418
H 1.379 4.358 -2.146
F 0.228 1.844 2.142
C 0.729 0.626 2.606
F 2.062 0.645 2.199
F 0.780 0.825 3.959
*
```

Computed natural (NBO) charges, given in elementary charges:
1 O -0.5871
2 C -0.0593
3 C -0.4677
4 H 0.2103
5 H 0.1776
6 C 0.2731
7 H 0.2169
8 H 0.2126
9 C -0.6273
10 H 0.2228
11 H 0.2251
12 H 0.2020
13 C -0.6249
14 H 0.2148
15 H 0.2012
16 H 0.2258
17 Pb 1.3613
18 C -0.0970
19 C -0.3293
20 C -0.0742
21 H 0.2500
22 C -0.2865
23 C -0.3228
24 H 0.2442
25 H 0.2322
26 H 0.2447
27 H 0.2492
28 C -0.3019
29 C -0.2214
30 C -0.2208
31 H 0.2391
32 C -0.3555
33 C -0.0275
34 H 0.2506
35 H 0.2424
36 H 0.2446
37 H 0.2572
38 O -0.5239
39 C -0.1045
40 C -0.4529
41 H 0.1420
42 H 0.2349
43 C -0.4277
44 H 0.2067
45 H 0.2150
46 C -0.0757
47 H 0.2229
48 H 0.2095
49 H 0.1670
50 H 0.2067
51 F -0.3730
52 C 0.4783
53 F -0.3671
54 F -0.3529


No. 6
The following is a quantum chemistry calculation of a 3-piece molecular cluster, C2H7N4O2 overall at a distorted geometry, from the OMol25 dataset.

HOMO-LUMO gap (alpha / beta) in eV: 8.2 / 7.0
ΔE to the lowest compared entry with this formula, charge and spin in kJ/mol: 376.2

Geometry as ORCA input:
```
! wB97M-V def2-TZVPD RIJCOSX def2/J DEFGRID3
* xyz 1 1
C 5.259 -0.317 -0.059
C 0.477 0.594 -0.935
N -1.278 -1.002 0.266
N 1.404 0.899 -0.132
N -2.462 -0.682 -0.053
N 1.405 0.604 1.196
O 4.155 -0.002 0.044
O 6.347 -0.625 -0.158
H 0.472 0.946 -1.953
H -0.869 -1.710 -0.351
H 2.222 1.475 -0.383
H -2.922 0.014 0.531
H -2.975 -1.038 -0.863
H 2.323 0.396 1.568
H 0.673 -0.053 1.450
*
```

Computed natural (NBO) charges, given in elementary charges:
1 C 1.0425
2 C -0.0659
3 N -0.2062
4 N -0.3115
5 N -0.3827
6 N -0.6212
7 O -0.5875
8 O -0.4535
9 H 0.1856
10 H 0.3794
11 H 0.4178
12 H 0.4123
13 H 0.4028
14 H 0.3960
15 H 0.3923


No. 7
The following is a quantum chemistry calculation of one molecule with the formula C9H11N3 at a distorted geometry, from the OMol25 dataset.

HOMO-LUMO gap in eV: 8.7
ΔE to the lowest compared entry with this formula, charge and spin in kJ/mol: 700.6

Geometry as ORCA input:
```
! wB97M-V def2-TZVPD RIJCOSX def2/J DEFGRID3
* xyz 0 1
C -1.469 -2.782 0.282
C -0.376 -2.456 -0.632
C -2.525 -1.896 0.607
C -2.564 -0.510 0.039
C 0.203 -1.224 -0.793
C -0.159 -0.084 0.075
C -1.465 0.176 0.133
C 0.823 0.971 2.235
C 2.061 2.691 -1.880
N 1.413 1.699 0.057
N 0.809 0.736 0.723
N 1.441 1.614 -1.226
H -1.727 -3.880 0.431
H 0.027 -3.289 -1.054
H -3.135 -2.278 1.470
H -3.557 -0.212 -0.234
H 1.226 -1.174 -1.361
H 0.667 0.006 2.880
H 1.744 1.533 2.339
H -0.045 1.661 2.495
H 2.645 2.220 -2.776
H 2.635 3.323 -1.210
H 1.327 3.152 -2.601
*
```

Computed natural (NBO) charges, given in elementary charges:
1 C -0.2214
2 C -0.2202
3 C -0.1692
4 C -0.2656
5 C -0.1491
6 C 0.0418
7 C 0.0406
8 C -0.4130
9 C -0.4517
10 N -0.0103
11 N -0.2579
12 N -0.2867
13 H 0.2245
14 H 0.2086
15 H 0.2137
16 H 0.2194
17 H 0.2313
18 H 0.2207
19 H 0.2317
20 H 0.1960
21 H 0.2018
22 H 0.2017
23 H 0.2132